Entry 1:
108
Properties=species:S:1:pos:R:3:lowdin_charge:R:1 method="wB97M-V/def2-TZVPD" de_lowest_ev=0.4988 orbital_gap_ev=7.4112 energy_ha=-3664.7745 fmax_ha_per_bohr=0.0102 e_lumo_ha=-0.0838 charge=+1
Pd 2.00912 1.33022 0.20879 0.657
C 3.94430 -1.25912 0.74228 -0.245
P 2.24137 -1.06464 0.05823 1.020
C 2.28774 -1.69643 -1.65297 -0.360
C 3.31041 -2.51412 -2.13019 -0.080
C 3.29516 -2.97137 -3.44125 -0.068
C 2.25861 -2.61996 -4.29212 -0.074
C 1.23211 -1.80945 -3.82572 -0.077
C 1.24853 -1.34827 -2.51797 -0.128
C 1.33383 -2.30152 1.03613 -0.389
C 1.10366 -3.59193 0.57738 -0.074
C 0.48783 -4.52419 1.40418 -0.082
C 0.10209 -4.17148 2.68825 -0.100
C 0.31732 -2.87571 3.14487 -0.077
C 0.92627 -1.94446 2.32021 -0.110
C 4.66026 0.03899 0.64786 -0.391
C 5.99008 0.37934 0.63146 -0.046
C 6.05876 1.79930 0.71252 -0.047
C 4.76993 2.26053 0.78289 -0.400
C 4.17853 3.61923 0.97849 -0.222
P 2.56941 3.51958 0.11734 1.009
C 2.98081 3.94419 -1.59615 -0.348
C 2.93594 5.26265 -2.04822 -0.080
C 3.35429 5.57163 -3.33307 -0.063
C 3.83081 4.57160 -4.17038 -0.066
C 3.90010 3.26152 -3.71905 -0.066
C 3.47751 2.94779 -2.43568 -0.108
C 1.40734 4.75065 0.72721 -0.352
C 0.33251 5.14050 -0.07307 -0.115
C -0.66108 5.95400 0.44526 -0.063
C -0.58994 6.38558 1.76334 -0.060
C 0.47646 6.00322 2.56295 -0.063
C 1.46961 5.18155 2.05082 -0.077
N 3.90515 1.18331 0.74220 -0.135
H 4.49524 -2.08150 0.29314 0.081
H 3.78623 -1.53021 1.79074 0.096
H 4.12934 -2.81030 -1.49125 0.095
H 4.09854 -3.60382 -3.79549 0.110
H 2.24995 -2.97656 -5.31391 0.108
H 0.41558 -1.53566 -4.48301 0.105
H 0.42775 -0.74867 -2.14317 0.028
H 1.39882 -3.87590 -0.42551 0.107
H 0.32106 -5.53174 1.04323 0.111
H -0.36464 -4.90321 3.33599 0.111
H 0.01354 -2.59343 4.14511 0.110
H 1.07882 -0.92961 2.67087 0.095
H 6.82257 -0.30604 0.60653 0.101
H 6.95262 2.40188 0.74780 0.103
H 4.77673 4.41793 0.53993 0.107
H 4.02902 3.84193 2.03746 0.083
H 2.57338 6.05042 -1.39970 0.108
H 3.31335 6.59606 -3.67877 0.111
H 4.15798 4.81678 -5.17227 0.110
H 4.29317 2.48350 -4.36041 0.111
H 3.56701 1.92920 -2.07178 0.089
H 0.26742 4.80197 -1.10081 0.100
H -1.49287 6.25056 -0.18067 0.112
H -1.36731 7.02113 2.16660 0.111
H 0.53416 6.33915 3.58976 0.111
H 2.28472 4.87348 2.69289 0.098
N -0.02665 2.17379 -2.42707 0.142
C -0.61724 2.19029 -1.21651 -0.743
N 0.00865 1.93106 -0.10139 -0.085
C -0.82987 2.10716 1.00664 -0.368
C -0.47473 1.91199 2.33440 -0.039
C -1.43184 2.11735 3.31220 -0.069
C -2.72879 2.51011 2.97938 -0.076
C -3.08849 2.71168 1.65764 -0.073
C -2.12230 2.51160 0.68441 -0.482
S -2.27267 2.68376 -1.04351 1.096
H 0.90224 1.78629 -2.49863 0.080
H -0.59233 2.17354 -3.25745 0.109
H 0.52944 1.59522 2.58864 0.092
H -1.17017 1.96810 4.35157 0.108
H -3.46183 2.66150 3.76035 0.108
H -4.09269 3.01599 1.39402 0.114
C -4.73111 -1.83886 -2.58632 -0.105
C -4.91148 -3.34284 -2.78944 -0.249
C -4.47926 -4.21659 -1.60978 -0.198
C -2.97544 -4.44423 -1.47223 -0.179
N -2.20526 -3.23468 -1.20170 0.020
C -2.13656 -2.47739 -0.09374 -0.800
S -1.49687 -0.90636 -0.20505 0.690
N -2.51994 -2.91023 1.11297 0.026
C -2.98714 -4.20319 1.60258 -0.189
C -3.39186 -4.08342 3.06747 -0.196
C -4.74403 -3.41504 3.32149 -0.247
C -4.84937 -1.95046 2.90207 -0.106
H -5.20055 -1.28613 -3.40104 0.072
H -3.68698 -1.52979 -2.53556 0.041
H -5.20148 -1.51692 -1.65407 0.076
H -4.38890 -3.67044 -3.69447 0.108
H -5.97083 -3.53394 -2.97345 0.106
H -4.93985 -5.20380 -1.70664 0.117
H -4.86967 -3.78036 -0.68358 0.101
H -2.58060 -4.84890 -2.40582 0.126
H -2.77109 -5.19119 -0.70928 0.099
H -1.87398 -2.73199 -2.00789 0.101
H -2.35311 -2.21207 1.82079 0.090
H -2.18797 -4.94270 1.50324 0.098
H -3.84425 -4.54852 1.02318 0.104
H -2.59919 -3.55566 3.61196 0.103
H -3.42000 -5.09348 3.48122 0.118
H -4.95799 -3.49279 4.38980 0.108
H -5.52192 -3.99581 2.81637 0.110
H -4.05231 -1.34938 3.35002 0.073
H -5.79915 -1.52853 3.23172 0.074
H -4.78964 -1.82380 1.82035 0.062

---

Entry 2:
105
Properties=species:S:1:pos:R:3:lowdin_charge:R:1 method="wB97M-V/def2-TZVPD" de_lowest_ev=0.0000 orbital_gap_ev=5.3537 energy_ha=-2275.0663 fmax_ha_per_bohr=0.0019 e_lumo_ha=0.0808 charge=-1
Na -0.39573 0.30077 -0.68769 0.221
C 1.84667 -5.88619 -1.21535 -0.092
C 0.75200 -5.25829 -2.08340 -0.204
C 0.05318 -4.12434 -1.40137 -0.141
C -1.12460 -4.14647 -0.72171 -0.142
C -2.03224 -5.31100 -0.47601 -0.204
C -1.79173 -5.97161 0.88487 -0.091
C -1.31484 -2.79276 -0.19459 -0.235
C -2.37213 -2.39981 0.62972 0.051
C -2.53796 -1.17286 1.29360 -0.260
C -3.61926 -0.86338 2.22631 -0.155
C -4.69833 -1.80966 2.65239 -0.203
C -4.21841 -2.81601 3.70289 -0.090
C -3.38579 0.40698 2.66756 -0.153
C -2.16520 0.85017 1.99826 -0.255
C -1.54184 2.09217 2.19837 0.051
C -0.33020 2.54580 1.66782 -0.236
N 0.42645 1.86893 0.77801 0.113
C 1.54704 2.58275 0.57459 -0.236
C 2.62227 2.17748 -0.23168 0.048
C 2.78791 0.95083 -0.88414 -0.254
N 1.88105 -0.04758 -0.89528 0.103
C 2.42257 -1.08115 -1.57128 -0.260
C 1.80646 -2.32225 -1.77144 0.047
C 0.56991 -2.75826 -1.27276 -0.235
N -0.28629 -2.00153 -0.56508 0.115
C 3.76052 -0.72312 -2.05057 -0.152
C 3.98747 0.54957 -1.62322 -0.150
C 5.22715 1.37396 -1.78046 -0.203
C 6.12637 1.32570 -0.54153 -0.090
C 4.69138 -1.63349 -2.78894 -0.203
C 5.40809 -2.61910 -1.86102 -0.090
C 1.51185 3.81680 1.36183 -0.142
C 0.33575 3.79412 2.04588 -0.142
C -0.17150 4.78089 3.05050 -0.204
C 0.11111 4.35297 4.49390 -0.091
C 2.61100 4.82978 1.43782 -0.204
C 3.74305 4.40105 2.37652 -0.091
N -1.70499 -0.12042 1.18207 0.106
C -4.14761 1.18683 3.69350 -0.204
C -3.50597 1.11294 5.08236 -0.090
H 2.36105 -6.69465 -1.74113 0.063
H 1.42084 -6.29119 -0.29572 0.062
H 2.58521 -5.13563 -0.92959 0.062
H 0.02387 -6.02714 -2.35825 0.096
H 1.19545 -4.90793 -3.02028 0.102
H -1.89981 -6.05431 -1.26764 0.096
H -3.07442 -4.98381 -0.53541 0.102
H -0.77199 -6.35490 0.94944 0.062
H -2.48218 -6.80148 1.05584 0.063
H -1.91903 -5.24527 1.68901 0.063
H -3.12982 -3.15268 0.82580 0.091
H -5.07687 -2.35493 1.78258 0.103
H -5.54620 -1.24643 3.05321 0.096
H -3.37562 -3.39424 3.32137 0.062
H -5.01413 -3.51005 3.98519 0.064
H -3.87870 -2.29919 4.60212 0.063
H -2.03902 2.76647 2.88996 0.091
H 3.44764 2.87820 -0.31437 0.090
H 2.37458 -3.05107 -2.34187 0.090
H 4.95420 2.41354 -1.98413 0.102
H 5.79209 1.02906 -2.65146 0.096
H 5.57960 1.66533 0.33933 0.063
H 7.01093 1.95575 -0.66381 0.064
H 6.45708 0.30389 -0.34755 0.063
H 5.43500 -1.04078 -3.32992 0.096
H 4.13594 -2.19476 -3.54635 0.102
H 6.01328 -2.08350 -1.12757 0.063
H 6.06210 -3.29271 -2.42038 0.064
H 4.68312 -3.21981 -1.31003 0.063
H -1.24950 4.91666 2.92211 0.102
H 0.28348 5.75885 2.86790 0.096
H -0.33654 3.37904 4.69757 0.063
H -0.28818 5.07423 5.21154 0.063
H 1.18534 4.26001 4.66245 0.062
H 2.20654 5.78928 1.77318 0.096
H 3.02150 5.00341 0.43859 0.102
H 3.36988 4.27538 3.39435 0.062
H 4.54982 5.13829 2.39492 0.063
H 4.15808 3.44272 2.06075 0.062
H -5.17617 0.81831 3.75022 0.096
H -4.21448 2.23484 3.38588 0.102
H -3.47313 0.08063 5.43494 0.063
H -4.05961 1.70837 5.81280 0.064
H -2.47871 1.47880 5.04629 0.063
C -4.83760 1.91566 -1.36433 -0.052
C -4.79691 2.63330 -2.54600 -0.076
C -3.68253 2.51933 -3.36094 -0.027
C -2.64291 1.68431 -2.96066 -0.206
N -2.67543 1.00802 -1.81285 0.148
C -3.74725 1.11888 -1.03680 -0.087
C -1.41304 1.51674 -3.79193 -0.206
C -1.42110 1.74285 -5.16570 -0.028
C -0.23938 1.59189 -5.87293 -0.076
C 0.90625 1.22081 -5.19147 -0.053
C 0.81674 0.99485 -3.82367 -0.084
N -0.31509 1.13308 -3.14280 0.146
H -5.68405 1.97524 -0.69355 0.101
H -5.61619 3.28344 -2.82761 0.101
H -3.60786 3.08943 -4.27653 0.100
H -3.72633 0.55245 -0.11339 0.092
H -2.33839 2.00757 -5.67313 0.100
H -0.21833 1.75553 -6.94340 0.101
H 1.85252 1.09501 -5.69988 0.101
H 1.67982 0.68579 -3.24550 0.093

---

Entry 3:
109
Properties=species:S:1:pos:R:3:lowdin_charge:R:1 method="wB97M-V/def2-TZVPD" de_lowest_ev=2.7540 orbital_gap_ev=5.3241 energy_ha=-5595.8733 fmax_ha_per_bohr=0.0954 e_lumo_ha=-0.3736 charge=+3
W -0.98740 0.59252 -1.03148 1.710
O -2.47723 -0.48623 -1.35499 -0.396
C -3.64517 -0.78637 -1.94773 -0.305
C -4.34443 -1.96620 -1.67858 -0.014
C -5.48864 -2.27225 -2.39581 -0.001
C -5.97229 -1.41438 -3.38392 -0.016
C -5.35672 -0.20452 -3.59395 0.022
C -4.20427 0.14205 -2.86555 -0.159
C -3.75989 1.48614 -2.80002 -0.055
N -2.72418 1.89190 -2.12150 -0.037
C -2.81261 3.28755 -1.69717 -0.146
C -2.63176 3.20554 -0.17372 -0.150
N -1.27419 2.68070 -0.07180 -0.076
C -0.37627 3.60979 0.10106 -0.037
C 0.94728 3.53619 -0.40290 -0.171
C 1.88449 4.53245 -0.06253 -0.019
C 3.11181 4.58875 -0.67440 -0.024
C 3.41977 3.65000 -1.65214 0.005
C 2.50533 2.68162 -2.03073 -0.015
C 1.24258 2.60291 -1.44074 -0.304
O 0.28164 1.72549 -1.83271 -0.420
H -3.97599 -2.64748 -0.92261 0.137
H -5.99744 -3.19965 -2.18712 0.132
H -6.84522 -1.68688 -3.95340 0.129
H -5.75566 0.50448 -4.30247 0.136
H -4.43503 2.23233 -3.22228 0.159
H -3.77565 3.73228 -1.95930 0.137
H -2.00633 3.88555 -2.13900 0.138
H -3.36749 2.51750 0.26201 0.121
H -2.73513 4.19043 0.29495 0.144
H -0.67915 4.56470 0.53765 0.165
H 1.61648 5.25897 0.68843 0.134
H 3.82449 5.34804 -0.40066 0.130
H 4.37738 3.68143 -2.14760 0.133
H 2.80642 1.97885 -2.78685 0.082
C 1.51535 0.39224 -4.31430 -0.455
C 0.26213 0.08096 -5.11299 -0.433
S -1.22978 -0.16277 -4.06500 0.913
C -1.46365 -1.97375 -4.36326 -0.410
C -1.60541 -2.84254 -3.12874 -0.433
S -0.54739 -2.38806 -1.71382 0.903
C 1.06424 -3.09232 -2.24990 -0.411
C 1.86082 -2.17335 -3.15776 -0.418
S 1.64219 -0.41331 -2.66914 0.849
H 1.54049 1.45957 -4.10575 0.056
H 2.40591 0.11760 -4.88012 0.106
H 0.36973 -0.81218 -5.72539 0.080
H 0.05044 0.91389 -5.78560 0.093
H -0.61284 -2.29843 -4.95672 0.072
H -2.35806 -2.06031 -4.97996 0.096
H -1.37137 -3.87730 -3.38016 0.106
H -2.62159 -2.81423 -2.74239 0.039
H 1.60929 -3.29046 -1.32534 0.054
H 0.86335 -4.03932 -2.75038 0.105
H 1.55415 -2.25112 -4.19728 0.075
H 2.92176 -2.40655 -3.08105 0.095
C 4.50364 -4.92706 1.02575 -0.020
C 3.54307 -3.80137 0.86383 -0.241
C 2.17433 -3.95299 1.01160 -0.008
C 1.28815 -2.87407 0.99545 -0.304
C -0.15790 -3.22563 1.20235 -0.105
C 1.77763 -1.57392 0.78331 -0.232
As 0.75541 0.21924 0.79461 1.398
N -1.06835 -0.15758 0.72760 -0.386
C -2.05398 0.42641 1.53777 -0.407
C -3.35593 -0.09345 1.47757 -0.016
C -4.35412 0.42609 2.28499 -0.039
C -4.07999 1.46221 3.16334 -0.035
C -2.79651 1.98065 3.22667 -0.038
C -1.78934 1.47945 2.42153 -0.074
C 1.27386 0.53595 2.86066 -0.152
C 2.20267 1.53964 3.19823 -0.278
C 2.76214 2.54659 2.23282 -0.065
C 2.60509 1.69711 4.52019 0.008
C 2.12170 0.89923 5.54685 -0.235
C 2.59707 1.05699 6.94794 -0.018
C 1.16380 -0.04422 5.21005 0.013
C 0.72029 -0.23026 3.90587 -0.253
C -0.38248 -1.22990 3.76143 -0.036
C 3.16932 -1.42358 0.55583 -0.286
C 3.80651 -0.08215 0.33010 -0.055
C 4.01078 -2.51865 0.59842 0.006
H 4.00596 -5.89091 1.03706 0.088
H 5.02596 -4.80281 1.97430 0.103
H 5.26157 -4.92083 0.24622 0.093
H 1.76954 -4.93995 1.17871 0.135
H -0.30946 -3.53584 2.23322 0.088
H -0.42480 -4.07449 0.57742 0.079
H -0.82931 -2.39908 0.97283 0.016
H -3.56231 -0.95466 0.85204 0.106
H -5.34090 -0.00720 2.25703 0.121
H -4.84471 1.84227 3.81979 0.123
H -2.56103 2.76535 3.92743 0.123
H -0.77248 1.85219 2.53757 0.096
H 2.33063 3.52335 2.44852 0.093
H 2.54844 2.25932 1.20292 0.020
H 3.83643 2.63809 2.37322 0.105
H 3.32271 2.47313 4.74754 0.133
H 3.19465 1.95676 7.06115 0.088
H 3.20972 0.19888 7.22176 0.102
H 1.75765 1.08933 7.63890 0.096
H 0.72147 -0.65586 5.98461 0.141
H -1.22188 -0.92849 4.38622 0.106
H -0.04710 -2.20215 4.11476 0.102
H -0.72451 -1.31354 2.74144 0.021
H 3.23663 0.51785 -0.38596 0.027
H 4.82069 -0.20392 -0.03990 0.100
H 3.85010 0.43749 1.28785 0.075
H 5.07022 -2.37145 0.45319 0.132